(1)
The following is a DFT calculation (ωB97M-V/def2-TZVPD) of 15 unconnected molecules or ions with the total composition C34H94F3N12O16 at a distorted geometry.

Each line ends with the Mulliken charge.
Element x y z (Å)
C -1.062 -0.412 -0.602  -1.5164
O -0.328 -0.280 0.549  1.0711
O -2.220 0.334 -0.304  -0.3355
C -0.282 -0.067 -2.008  0.4469
F 0.367 1.087 -2.094  -0.1416
F 0.594 -1.074 -2.203  0.0223
F -1.227 -0.081 -3.029  -0.2483
C 0.400 -1.421 1.143  1.1151
C 1.056 -0.875 2.397  0.2042
H 0.326 -0.802 3.204  0.2366
H 1.892 -1.444 2.803  -0.0041
H 1.533 0.085 2.200  -0.7083
H 1.138 -1.936 0.528  -0.5349
H -0.361 -2.155 1.409  -0.4587
H -1.283 -1.478 -0.650  0.0577
C -0.440 3.470 0.904  0.4514
O 0.086 4.535 1.008  -0.7545
N -0.057 2.335 1.386  1.8911
N -1.583 3.326 0.204  -0.0107
H -0.437 1.494 0.975  -0.2401
H 0.656 2.280 2.100  -0.4988
H -1.926 2.425 -0.099  -0.2997
H -2.139 4.131 -0.047  0.2349
C -5.554 2.282 -2.133  0.5959
O -6.367 1.932 -1.315  -0.7227
N -4.299 1.977 -2.068  0.2735
N -5.755 3.165 -3.117  -0.2502
H -3.968 1.333 -1.364  -0.0983
H -3.715 2.276 -2.836  -0.3188
H -6.540 3.799 -3.068  0.2184
H -5.009 3.201 -3.797  0.1451
C -1.565 1.150 5.427  0.5294
O -2.579 1.848 5.299  -0.6900
N -0.431 1.555 5.948  -0.3643
N -1.508 -0.116 5.204  -0.0405
H -0.537 2.446 6.412  0.2936
H 0.353 0.936 6.093  0.1345
H -2.354 -0.601 4.941  0.2335
H -0.780 -0.680 5.616  -0.2180
C -5.501 -2.715 0.503  0.6333
O -6.629 -2.386 0.866  -0.7130
N -5.344 -3.871 -0.097  -0.3358
N -4.312 -2.195 0.843  0.0835
H -4.419 -4.191 -0.348  0.1551
H -6.184 -4.382 -0.326  0.2203
H -4.335 -1.313 1.335  -0.0144
H -3.419 -2.616 0.632  -0.2006
C -3.961 1.757 2.382  0.5487
O -4.327 2.384 3.346  -0.7823
N -4.536 1.778 1.256  0.0063
N -2.903 1.110 2.342  0.7662
H -3.904 1.430 0.550  -0.1833
H -5.413 2.276 1.197  0.1406
H -2.373 0.892 3.174  -0.3009
H -2.622 0.691 1.467  -0.2286
C 0.857 -2.554 5.644  0.7973
O 1.974 -2.056 5.838  -0.7240
N -0.220 -2.476 6.381  -0.5391
N 0.677 -3.272 4.600  -0.1779
H -0.045 -1.892 7.186  0.2850
H -1.084 -2.997 6.339  0.1494
H -0.109 -3.905 4.555  0.2636
H 1.481 -3.180 3.996  0.1173
C -2.245 5.041 -2.961  -0.9484
C -0.996 4.997 -3.816  0.3442
C -0.111 3.717 -3.734  -0.5952
O -1.443 4.990 -5.166  -0.6174
H -2.072 5.391 -1.944  0.4134
H -2.717 4.065 -2.848  -0.0040
H -3.010 5.700 -3.372  0.3879
H -0.340 5.863 -3.727  0.3488
H 0.604 3.548 -4.539  0.4919
H -0.794 2.867 -3.727  -0.3324
H 0.320 3.702 -2.733  0.2949
H -0.658 5.125 -5.702  0.3067
C 6.109 -2.869 3.974  -1.5594
C 5.673 -1.659 3.145  1.0817
C 4.963 -0.601 3.967  -0.7407
O 6.818 -1.008 2.608  -0.6179
H 6.768 -3.459 3.336  0.4147
H 5.240 -3.472 4.237  0.2776
H 6.659 -2.568 4.866  0.3590
H 5.054 -1.949 2.296  -0.2252
H 4.033 -0.907 4.447  0.2376
H 4.807 0.335 3.432  -0.1453
H 5.595 -0.447 4.842  0.4691
H 6.487 -0.560 1.826  0.4298
C 2.499 -3.145 -1.771  -0.1934
C 3.193 -4.425 -2.055  0.3454
C 2.212 -5.280 -2.832  -1.4069
O 4.353 -4.322 -2.798  -0.5237
H 2.329 -2.560 -2.675  0.0834
H 3.099 -2.581 -1.057  -0.2410
H 1.464 -3.322 -1.480  0.1568
H 3.306 -4.909 -1.085  0.2292
H 1.956 -4.989 -3.850  0.2580
H 1.281 -5.363 -2.270  0.3456
H 2.582 -6.304 -2.898  0.4115
H 4.814 -5.138 -2.591  0.3863
C 4.517 2.363 -0.529  -1.5231
C 4.495 1.145 0.363  1.7007
C 3.740 -0.054 -0.168  -0.3172
O 5.815 0.644 0.324  -0.6160
H 3.473 2.676 -0.542  0.1550
H 4.811 2.185 -1.563  0.3571
H 5.106 3.154 -0.064  0.3590
H 4.152 1.387 1.369  -0.6665
H 3.739 -0.820 0.608  -0.3604
H 4.154 -0.473 -1.085  0.7070
H 2.722 0.225 -0.441  -0.3160
H 5.890 0.265 -0.555  0.4019
C 3.589 3.238 4.205  -1.5901
C 2.345 3.141 3.311  1.5126
C 1.229 3.974 3.971  -1.0775
O 2.636 3.575 2.027  -0.6712
H 4.068 4.217 4.181  0.3894
H 4.366 2.488 4.053  0.2796
H 3.369 3.106 5.265  0.3641
H 2.048 2.093 3.258  -0.6087
H 0.925 3.522 4.915  0.1256
H 0.330 4.117 3.371  0.2069
H 1.550 4.945 4.347  0.4062
H 1.876 3.728 1.459  0.2732
C 0.708 -1.135 -6.284  -1.0681
C 1.892 -0.160 -6.227  0.4688
C 2.286 0.337 -4.824  0.1831
O 3.001 -0.789 -6.830  -0.6155
H 0.597 -1.402 -7.334  0.3903
H -0.276 -0.756 -6.006  0.1122
H 0.801 -2.099 -5.784  0.2440
H 1.562 0.679 -6.840  0.2680
H 1.493 0.952 -4.398  -0.2625
H 3.154 0.995 -4.827  0.3722
H 2.383 -0.507 -4.141  -0.4332
H 3.272 -1.564 -6.332  0.3515
C -4.407 1.128 -6.406  -1.6458
C -3.152 1.789 -5.672  1.6086
C -1.882 1.889 -6.538  -1.1471
O -3.617 3.053 -5.301  -0.6914
H -4.367 0.041 -6.462  0.3953
H -4.544 1.384 -7.457  0.3702
H -5.367 1.305 -5.921  0.3828
H -2.894 1.311 -4.727  -0.4172
H -1.647 0.914 -6.963  0.4663
H -0.990 1.997 -5.921  0.0527
H -1.829 2.725 -7.235  0.3689
H -2.895 3.683 -5.362  0.2263
C -1.641 -4.795 1.575  -1.2095
C -2.378 -4.512 2.929  0.7329
C -3.670 -5.439 3.124  -1.4185
O -1.437 -4.884 3.941  -0.6749
H -2.270 -4.302 0.833  0.0857
H -1.633 -5.861 1.346  0.4756
H -0.603 -4.470 1.516  0.3602
H -2.644 -3.458 3.008  0.1984
H -4.004 -5.320 4.154  0.3949
H -3.545 -6.519 3.047  0.3465
H -4.525 -5.094 2.542  0.3357
H -1.145 -5.760 3.679  0.3108

The molecular weight is 984.2 g mol⁻¹. Its gap between HOMO and LUMO is 0.2542 Eh. The charge is -1. The LUMO energy comes out at 1.43 eV.

=====

(2)
The following is a DFT calculation (ωB97M-V/def2-TZVPD) of C3H9ClNOP in the gas phase at a distorted geometry.

Each line ends with the natural charge from an NBO analysis.
Element x y z (Å)
C -0.950 1.318 0.847  -0.4116
N -0.015 0.188 0.876  -0.8012
C -0.750 -1.097 1.064  -0.4103
P 1.325 0.350 -0.115  1.9323
C 0.816 -0.516 -1.984  -0.8649
O 1.819 1.756 -0.117  -1.0667
Cl 2.715 -0.867 0.602  -0.2676
H -1.596 1.261 -0.114  0.1590
H -1.747 1.217 1.550  0.2067
H -0.540 2.301 0.807  0.2422
H -0.891 -1.354 2.138  0.2136
H -1.738 -0.986 0.677  0.1914
H -0.250 -1.876 0.429  0.2117
H 0.404 0.404 -2.338  0.2233
H 1.473 -0.991 -2.627  0.2311
H -0.075 -1.106 -1.694  0.2108

The SMILES is CN(C)[P@@](C)(=O)Cl. The molecular weight is 141.5 g mol⁻¹. Its gap between HOMO and LUMO is 0.3774 Eh. The LUMO energy comes out at 0.73 eV.

=====

(3)
The following is a DFT calculation (ωB97M-V/def2-TZVPD) of a molecular structure, C33H48GeNO2PPtSb at a distorted geometry.

Each line ends with the Mulliken charge.
Element x y z (Å)
Pt 0.000 0.000 0.000  1.6656
C 0.941 -5.810 2.919  -1.0295
C -0.119 -5.968 1.829  -0.6196
C 0.109 -5.046 0.621  -0.8172
C -0.010 -3.559 0.969  -0.3694
Ge 0.217 -2.468 -0.632  0.6790
C 1.976 -2.784 -1.428  -0.0741
C 3.124 -2.523 -0.446  -1.0913
C 3.206 -1.052 -0.010  1.5700
C 4.383 -0.828 0.935  -1.6351
H 0.742 -6.538 3.734  0.3219
H 0.918 -4.793 3.359  0.0567
H 1.952 -6.011 2.504  0.3044
H -1.127 -5.782 2.261  0.3108
H -0.086 -7.020 1.470  0.3679
H -0.663 -5.288 -0.142  0.3603
H 1.109 -5.254 0.184  0.3719
H 0.770 -3.258 1.697  -0.0497
H -1.012 -3.348 1.399  0.3379
H -0.881 -2.823 -1.666  -0.1702
H 2.091 -2.146 -2.330  -0.3656
H 2.014 -3.847 -1.747  0.5888
H 4.076 -2.796 -0.952  0.5385
H 3.003 -3.178 0.444  0.1033
H 2.274 -0.753 0.514  -0.8709
H 3.336 -0.406 -0.905  -0.2213
H 4.266 -1.448 1.850  0.2865
H 4.423 0.242 1.233  0.3673
H 5.338 -1.093 0.434  0.4366
C -0.716 6.683 -2.120  -0.5761
C -0.769 6.295 -0.785  -0.7431
C -0.635 4.946 -0.442  -0.3483
C -0.444 3.964 -1.428  0.7456
C -0.396 4.376 -2.769  -0.1050
C -0.529 5.725 -3.112  -0.8039
P -0.290 2.223 -0.889  0.2026
C 0.951 1.501 -2.011  0.0205
C 2.118 2.213 -2.340  -1.0755
C 3.100 1.657 -3.165  -0.7978
C 2.944 0.366 -3.661  -0.8606
C 1.815 -0.372 -3.318  -0.8271
C 0.835 0.187 -2.491  0.5987
C -1.903 1.576 -1.449  1.2420
C -2.857 1.255 -0.468  -0.2329
C -4.121 0.773 -0.821  -0.8026
C -4.452 0.605 -2.162  -0.5785
C -3.521 0.918 -3.149  -0.8288
C -2.258 1.402 -2.795  -0.5093
H -0.822 7.731 -2.388  0.3970
H -0.918 7.039 -0.007  0.4341
H -0.685 4.670 0.609  0.2166
H -0.251 3.654 -3.568  0.2524
H -0.490 6.023 -4.157  0.4182
H 2.284 3.216 -1.950  0.5079
H 3.989 2.231 -3.411  0.4626
H 3.708 -0.069 -4.299  0.4363
H 1.698 -1.388 -3.685  0.8780
H -0.020 -0.430 -2.221  3.6556
H -2.627 1.383 0.588  0.2032
H -4.845 0.535 -0.047  0.5315
H -5.435 0.233 -2.438  0.4110
H -3.777 0.792 -4.197  0.4474
H -1.557 1.641 -3.590  0.3034
C 0.700 -2.771 3.997  -1.2743
Sb 0.303 -1.453 2.327  0.4779
C -1.819 -1.333 2.732  -1.2101
C 0.778 0.342 3.437  -0.8606
H 0.201 -2.381 4.907  0.5357
H 1.794 -2.826 4.170  0.4018
H 0.309 -3.784 3.768  0.4778
H -1.984 -1.153 3.814  0.3991
H -2.303 -2.287 2.439  0.6071
H -2.259 -0.500 2.147  0.2691
H 0.285 0.310 4.430  0.5434
H 0.420 1.228 2.875  -1.1665
H 1.877 0.410 3.573  0.4496
O -2.264 1.206 2.075  -0.7023
C -1.124 1.624 2.253  0.3722
C -0.810 2.606 3.335  -0.9496
C 0.664 2.827 3.184  -0.4812
C 1.028 1.947 2.032  0.8970
O 2.181 1.873 1.619  -0.5827
N -0.035 1.301 1.561  -0.2264
H -1.058 2.181 4.312  0.3743
H -1.377 3.529 3.182  0.4589
H 1.214 2.522 4.079  0.3628
H 0.895 3.870 2.949  0.4264
H -0.098 -0.121 -1.711  -3.2284

The molecular weight is 911.2 g mol⁻¹. Its gap between HOMO and LUMO (alpha / beta) is 0.1903 / 0.1958 Eh. The charge is +1. The LUMO energy (alpha / beta) comes out at -4.64 / -4.73 eV.